Here is a gas-phase ion, C6H6N (charge +1) from OMol25. Energies are from ωB97M-V with the def2-TZVPD basis set.

Values from the calculation:
Molecular weight = 92.12 g mol⁻¹
HOMO level = -15.7 eV
Energy relative to the best compared isomer or geometry (same formula, charge and spin) = 330.8 kJ/mol
HOMO-LUMO gap = 8.8 eV
Total charge = +1
LUMO energy = -6.9 eV

```
13
Properties=species:S:1:pos:R:3:lowdin_charge:R:1
C -0.14 -1.37 0.87 0.042
C 0.45 -3.02 -0.92 0.235
C 1.28 1.66 -0.25 0.119
C -1.05 0.39 -0.68 0.014
C -0.65 -0.07 0.73 -0.062
C 0.18 1.02 -0.24 -0.126
N 0.06 -2.18 -0.17 0.024
H 0.02 -1.66 1.84 0.133
H 2.00 1.61 0.59 0.109
H 1.35 2.38 -1.22 0.177
H -0.78 -0.25 -1.40 0.092
H -1.79 1.11 -0.72 0.135
H -0.93 0.39 1.56 0.106
```